2 unconnected molecules or ions with the total composition C5H13NO at a distorted geometry, computed with the ωB97M-V functional and the def2-TZVPD basis.

Geometry (Å):
C: -1.49477 0.64120 1.31242
N: -0.36437 0.27694 0.35568
C: -0.57561 -1.07287 -0.34627
C: 0.50590 -1.04362 -1.47894
C: 0.26870 0.36665 -1.97700
C: 0.02130 1.18223 -0.75444
H: -2.45975 1.04068 0.94072
H: -1.15391 1.43337 1.91936
H: -1.66451 -0.30396 1.90055
H: -0.51316 -1.83773 0.43025
H: -1.61155 -1.15270 -0.98450
H: 0.41543 -1.90082 -2.28866
H: 1.52618 -1.04222 -0.95762
H: -0.51172 0.39632 -2.74048
H: 1.08037 0.66973 -2.59562
H: 0.90570 1.77099 -0.47440
H: -0.74533 2.02001 -0.88466
O: 1.52620 -0.28673 2.38982
H: 1.99996 -1.00508 1.87033
H: 0.72010 -0.17492 1.72172

**Energy above the lowest of the compared OMol25 structures with the same formula, charge and spin**: 1.979 eV
**SMILES string**: CN1CCCC1.O
**Total energy**: -8932.0322 eV
**Gap between HOMO and LUMO**: 9.90 eV


C5H13NO in the gas phase at a distorted geometry, computed with the ωB97M-V functional and the def2-TZVPD basis.

Geometry (Å):
N: 0.58502 2.67408 1.58420
C: 0.75316 1.21186 1.11660
C: 0.69565 1.10411 -0.44897
C: -0.72465 0.65332 -0.88116
C: -1.07743 -0.77508 -0.71331
C: 0.05653 -1.75556 -0.46119
O: -0.40491 -3.10376 -0.42406
H: 1.48201 3.24303 1.52798
H: 0.32995 2.71467 2.53002
H: 1.80496 0.70153 1.43903
H: -0.05316 0.58319 1.61676
H: 1.03398 2.03224 -0.98419
H: 1.48283 0.38784 -0.85979
H: -1.40784 1.36477 -0.43211
H: -0.86034 0.98313 -2.00277
H: -2.04079 -1.03589 -0.12828
H: -1.46482 -1.19516 -1.78724
H: 0.75715 -1.57785 -1.23689
H: 0.62346 -1.52848 0.44616
H: -0.76278 -3.19333 0.50265

**Energy above the lowest of the compared OMol25 structures with the same formula, charge and spin**: 2.380 eV
**SMILES string**: NCCCCCO
**Total energy**: -8931.6304 eV
**Gap between HOMO and LUMO**: 10.23 eV


Among the records above, which one has the lowest gap between HOMO and LUMO? number 1


Look up the gap between HOMO and LUMO of the second one. 10.23 eV


Among the records above, which one has the lowest gap between HOMO and LUMO? number 1